Record 1
The following is a DFT calculation (wB97M-V/def2-TZVPD) of a cluster of 11 separate species, C45H95N12O18P3 in total.

## Properties
Calculated total energy   -4807.13432 hartree
Multiplicity   1
SMILES   CN(C)P(=O)(N(C)C)N(C)C.CN(C)P(=O)(N(C)C)N(C)C.CN(C)P(=O)(N(C)C)N(C)C.O=C1OCCO1.O=C1OCCO1.O=C1OCCO1.O=C1OCCO1.O=C1OCCO1.CCCC#N.CCCC#N.CCCC#N

Each line ends with the Löwdin charge.
Positions of all 173 atoms, in Å:
C (-6.09537, 1.03487, 8.02430)  -0.096
N (-5.63154, 1.54749, 6.71087)  -0.320
C (-5.05561, 2.86348, 6.81453)  -0.146
P (-6.32770, 0.98844, 5.22293)  0.644
O (-6.80695, -0.41191, 5.12453)  -0.292
N (-7.55800, 2.23806, 4.93788)  -0.306
C (-8.93997, 1.98387, 5.15245)  -0.157
C (-7.33670, 3.65068, 4.75793)  -0.144
N (-5.19128, 1.32439, 3.99400)  -0.316
C (-3.79417, 0.98248, 4.28376)  -0.105
C (-5.52571, 1.09027, 2.58345)  -0.101
H (-7.12549, 1.36310, 8.16292)  0.078
H (-5.52791, 1.37900, 8.88898)  0.078
H (-5.97437, -0.04768, 8.06371)  0.078
H (-5.66674, 3.57115, 7.37475)  0.085
H (-4.73534, 3.19150, 5.82563)  0.066
H (-4.29768, 2.70571, 7.58183)  0.083
H (-9.50597, 2.69416, 4.54976)  0.079
H (-9.21599, 0.96184, 4.89291)  0.073
H (-9.30431, 1.97597, 6.17973)  0.073
H (-6.30927, 3.86119, 4.46100)  0.067
H (-7.94151, 4.09859, 3.96946)  0.081
H (-7.50288, 4.18444, 5.69366)  0.080
H (-3.47681, 1.36004, 5.25578)  0.070
H (-3.72994, -0.09334, 4.12063)  0.087
H (-3.20114, 1.47002, 3.51000)  0.060
H (-4.99391, 1.74334, 1.89152)  0.070
H (-6.60278, 1.21964, 2.47729)  0.081
H (-5.23999, 0.07569, 2.30580)  0.079
C (1.63921, 1.89234, -2.74854)  -0.147
N (2.26858, 3.00169, -3.37619)  -0.293
C (1.57656, 4.30039, -3.23546)  -0.089
P (3.59634, 2.89764, -4.46825)  0.646
O (4.08744, 4.19158, -4.95281)  -0.282
N (4.80544, 2.06866, -3.53891)  -0.299
C (4.92170, 2.32889, -2.09904)  -0.112
C (6.01513, 1.64205, -4.21077)  -0.129
N (3.06974, 1.71901, -5.73058)  -0.284
C (2.81322, 0.31815, -5.42630)  -0.129
C (2.55773, 2.28442, -7.00687)  -0.104
H (2.37381, 1.15773, -2.41867)  0.053
H (0.87255, 1.39876, -3.34579)  0.052
H (1.14612, 2.26812, -1.85202)  0.063
H (1.23045, 4.62784, -4.21581)  0.072
H (2.24630, 5.05704, -2.82679)  0.079
H (0.67028, 4.25286, -2.63174)  0.074
H (4.24774, 1.63710, -1.59377)  0.042
H (5.90050, 2.24768, -1.62633)  0.079
H (4.57786, 3.34544, -1.90795)  0.078
H (6.46672, 2.44972, -4.78683)  0.078
H (6.72695, 1.30840, -3.45573)  0.069
H (5.83989, 0.82501, -4.91066)  0.066
H (2.77832, -0.30856, -6.31744)  0.080
H (3.55612, -0.15368, -4.78321)  0.068
H (1.79518, 0.26703, -5.04019)  0.056
H (2.82223, 3.31165, -7.25776)  0.075
H (1.47633, 2.21247, -7.12300)  0.057
H (3.03828, 1.70337, -7.79398)  0.077
C (7.07711, -0.23064, 1.02782)  -0.158
N (6.09432, -0.85818, 0.21353)  -0.302
C (6.60747, -1.36775, -1.05997)  -0.096
P (4.82858, -1.66021, 1.12384)  0.621
O (4.39168, -0.93476, 2.37128)  -0.295
N (3.64707, -1.88293, -0.05950)  -0.268
C (2.68716, -0.83505, -0.30746)  -0.117
C (3.60737, -2.96309, -1.16842)  -0.060
N (5.33976, -3.26886, 1.42092)  -0.297
C (4.34983, -4.25991, 1.92170)  -0.095
C (6.63291, -3.36481, 2.11561)  -0.110
H (7.85008, -0.96269, 1.26177)  0.078
H (6.51528, 0.16630, 1.87334)  0.066
H (7.38857, 0.67286, 0.50363)  0.085
H (7.61671, -0.99684, -1.23870)  0.087
H (5.93418, -1.08558, -1.86938)  0.069
H (6.68765, -2.45478, -1.06548)  0.074
H (1.81042, -0.89972, 0.33692)  0.067
H (3.10059, 0.16908, -0.21325)  0.058
H (2.38450, -0.93052, -1.35024)  0.059
H (4.10989, -2.51181, -2.02394)  0.061
H (4.21973, -3.82142, -0.89205)  0.069
H (2.60982, -3.18744, -1.54615)  0.071
H (4.80044, -5.23976, 2.07961)  0.087
H (3.85832, -4.01265, 2.86265)  0.053
H (3.53760, -4.33378, 1.19856)  0.051
H (6.76087, -4.26937, 2.71017)  0.083
H (6.63128, -2.53719, 2.82494)  0.075
H (7.40220, -3.34556, 1.34365)  0.077
O (-2.56242, 5.39883, 6.39859)  0.133
C (-1.87001, 4.77715, 5.62661)  -0.642
O (-0.95197, 3.90262, 5.89557)  0.097
C (-0.40294, 3.27394, 4.73383)  -0.096
C (-1.23560, 3.88785, 3.64082)  -0.095
O (-1.98470, 4.90453, 4.32656)  0.090
H (0.62789, 3.55432, 4.51730)  0.113
H (-0.43655, 2.18446, 4.72871)  0.123
H (-1.80108, 3.07450, 3.18607)  0.107
H (-0.59225, 4.39920, 2.92478)  0.126
O (0.87158, 3.65750, 0.35331)  0.117
C (1.83522, 3.36291, 1.06545)  -0.499
O (1.97612, 3.43523, 2.46966)  0.029
C (3.18377, 2.81653, 2.86766)  -0.123
C (3.88462, 2.57823, 1.53713)  -0.108
O (2.92974, 2.93072, 0.56726)  0.084
H (3.77010, 3.33257, 3.62793)  0.140
H (2.97176, 1.81229, 3.23461)  0.113
H (4.41052, 1.62433, 1.49705)  0.111
H (4.60720, 3.39431, 1.53443)  0.134
O (-0.14381, -0.90922, -7.88884)  0.155
C (-0.53222, -1.63139, -7.02455)  -0.573
O (0.07291, -2.76790, -6.66633)  0.076
C (-0.49548, -3.27817, -5.51172)  -0.162
C (-1.42737, -2.20042, -5.04221)  -0.129
O (-1.53825, -1.35655, -6.16806)  0.056
H (-0.87602, -4.28265, -5.69691)  0.099
H (0.33629, -3.34013, -4.81000)  0.129
H (-1.10315, -1.62467, -4.17531)  0.085
H (-2.36815, -2.67776, -4.76801)  0.122
O (-3.87918, 4.73189, -5.41707)  0.104
C (-3.17322, 3.70613, -5.31202)  -0.510
O (-3.26115, 2.73416, -4.33333)  0.047
C (-2.07382, 1.98140, -4.41288)  -0.157
C (-1.55373, 2.15073, -5.84752)  -0.064
O (-2.30589, 3.31164, -6.21409)  0.081
H (-1.44100, 2.40517, -3.63309)  0.112
H (-2.22954, 0.94695, -4.10668)  0.116
H (-1.93604, 1.25763, -6.34181)  0.122
H (-0.46780, 2.22408, -5.90642)  0.119
O (-0.05190, -0.08613, 2.06038)  0.092
C (0.62682, -0.63659, 2.93958)  -0.605
O (0.97423, -0.12507, 4.07821)  0.083
C (1.96849, -0.97503, 4.69349)  -0.086
C (1.88910, -2.30858, 3.94334)  -0.062
O (1.11653, -1.85475, 2.77630)  0.039
H (3.00081, -0.63222, 4.62345)  0.117
H (1.66789, -1.11404, 5.73196)  0.134
H (1.23333, -3.01753, 4.44876)  0.134
H (2.89159, -2.66138, 3.70118)  0.086
C (-2.00479, 2.30788, -0.43430)  -0.092
C (-2.94219, 1.18145, -0.86709)  -0.216
C (-2.38512, -0.20209, -0.52733)  -0.160
C (-1.26272, -0.63994, -1.39626)  -0.193
N (-0.34854, -0.88596, -2.01497)  0.175
H (-1.06714, 2.36311, -0.98733)  0.045
H (-1.60831, 2.25143, 0.57946)  0.058
H (-2.41460, 3.31219, -0.54154)  0.085
H (-3.13342, 1.27709, -1.93591)  0.087
H (-3.90863, 1.29806, -0.37668)  0.098
H (-3.11355, -0.99375, -0.35193)  0.098
H (-1.83312, -0.15689, 0.41148)  0.088
C (1.05764, -5.62304, -0.57675)  -0.090
C (-0.34006, -4.99148, -0.39490)  -0.262
C (-0.61465, -4.55786, 1.04022)  -0.168
C (-1.90720, -3.84686, 1.25019)  -0.195
N (-2.94303, -3.34440, 1.30138)  0.153
H (1.80978, -4.87542, -0.32490)  0.030
H (1.22031, -5.85447, -1.62941)  0.071
H (1.25887, -6.53233, -0.01036)  0.078
H (-1.07042, -5.68412, -0.81311)  0.090
H (-0.40173, -4.15190, -1.08730)  0.097
H (0.19373, -3.84740, 1.21307)  0.101
H (-0.53799, -5.41796, 1.70537)  0.123
C (-3.51084, -4.15994, -2.07162)  -0.092
C (-4.17802, -5.25079, -2.98466)  -0.232
C (-3.39751, -6.55546, -3.18619)  -0.181
C (-2.02521, -6.31232, -3.67462)  -0.189
N (-0.95156, -6.00977, -4.06519)  0.158
H (-2.50095, -4.00025, -2.44938)  0.043
H (-3.43099, -4.54035, -1.05328)  0.047
H (-4.07889, -3.22993, -2.04931)  0.075
H (-4.40778, -4.77791, -3.93949)  0.101
H (-5.16735, -5.51366, -2.61019)  0.106
H (-3.89689, -7.24290, -3.86895)  0.118
H (-3.29146, -7.11593, -2.25735)  0.117

=====

Record 2
The following is a DFT calculation (wB97M-V/def2-TZVPD) of a cluster of 10 separate species, C45H97ClINO14P in total.

## Properties
Energy relative to the best compared isomer or geometry (same formula, charge and spin)   65.4 kcal per mole
Calculated total energy   -3979.70055 hartree
Net charge   +1
Multiplicity   1

Each line ends with the Löwdin charge.
Positions of all 160 atoms, in Å:
C (-1.16716, 1.58452, 2.29756)  -0.145
C (0.16654, 0.72286, 2.16229)  -0.313
C (-0.15632, -0.81850, 2.04391)  -0.579
I (-1.64379, -1.01235, 0.44856)  1.008
C (1.06900, -1.78986, 2.00327)  -0.214
C (0.95936, -3.23202, 1.29164)  -0.209
C (-0.32927, -4.10472, 1.48774)  -0.147
C (-0.69800, -4.02911, 3.02021)  -0.214
C (-1.96084, -3.53424, 3.53754)  -0.026
C (-2.10724, -3.49272, 5.00906)  -0.012
C (-1.04500, -3.90668, 5.92650)  -0.220
C (-1.15471, -3.82879, 7.47904)  -0.068
C (0.23258, -4.43254, 5.38619)  -0.029
C (0.37713, -4.47367, 3.94122)  -0.058
C (1.52785, -2.87527, -0.15531)  -0.185
C (0.62123, -3.16715, -1.38303)  -0.158
O (1.38788, -3.57561, -2.56388)  -0.093
C (0.51723, -4.17119, -3.50985)  -0.474
C (-0.37727, -3.31579, -4.46288)  0.024
O (0.50825, -5.36781, -3.56671)  0.144
N (2.39588, -1.62597, -0.14144)  -0.256
C (3.67137, -1.73739, -0.93163)  -0.178
C (4.92920, -2.36829, -0.22943)  -0.135
C (6.24760, -1.77460, -0.91941)  -0.127
C (6.51126, -0.27287, -0.53207)  -0.205
O (6.96343, -0.11742, 0.83477)  -0.087
C (6.90835, 1.27878, 1.06025)  -0.343
O (7.79425, 2.02483, 0.77367)  0.123
P (1.58563, -0.18341, -0.97376)  1.001
C (1.65763, -0.36621, -2.82914)  -0.213
O (2.46872, 1.23331, -0.67890)  -0.271
C (2.47828, -1.40047, 1.36233)  -0.216
C (3.35655, -0.23759, 1.93934)  -0.155
C (4.25521, -0.68058, 3.17540)  -0.658
C (3.43216, -1.33799, 4.34637)  -0.124
Cl (5.15390, 0.74241, 3.90275)  0.622
H (-0.95654, 2.41168, 3.02011)  0.080
H (-1.49150, 1.99107, 1.31020)  0.060
H (-1.96528, 0.93502, 2.73893)  0.059
H (0.79518, 1.13301, 1.33436)  0.065
H (0.76224, 0.84570, 3.11576)  0.114
H (-0.73395, -1.06829, 2.98039)  0.092
H (1.20484, -2.07548, 3.08782)  0.125
H (1.75433, -3.93210, 1.67737)  0.132
H (-1.18721, -3.88686, 0.81202)  0.059
H (-0.04865, -5.18573, 1.31069)  0.133
H (-2.75977, -3.19625, 2.83937)  0.095
H (-3.05517, -3.09862, 5.49542)  0.089
H (-0.65402, -2.87527, 7.82202)  0.087
H (-2.19930, -3.81701, 7.86730)  0.054
H (-0.55942, -4.65917, 7.95567)  0.082
H (1.08706, -4.76031, 6.01626)  0.106
H (1.35422, -4.83846, 3.52960)  0.104
H (2.33746, -3.65803, -0.29305)  0.170
H (-0.04214, -2.32548, -1.71440)  0.053
H (-0.07519, -4.03610, -1.18986)  0.147
H (-1.31054, -3.00710, -3.91977)  0.098
H (0.21533, -2.40086, -4.75223)  0.080
H (-0.60239, -3.89580, -5.39764)  0.103
H (4.01185, -0.76316, -1.38919)  0.105
H (3.45648, -2.39545, -1.82271)  0.133
H (5.04571, -2.16624, 0.85991)  0.094
H (4.93022, -3.47104, -0.46688)  0.128
H (6.22674, -1.91008, -2.02942)  0.126
H (7.09530, -2.35203, -0.44752)  0.133
H (5.59901, 0.38624, -0.65489)  0.109
H (7.30138, 0.18012, -1.19747)  0.141
H (5.97291, 1.74810, 1.48942)  0.122
H (0.59718, -0.45175, -3.19030)  0.059
H (2.07833, 0.59024, -3.28333)  0.048
H (2.21283, -1.25110, -3.22066)  0.053
H (2.97357, 1.48383, -1.48149)  0.062
H (3.07067, -2.29350, 1.73707)  0.145
H (4.10542, 0.03520, 1.13522)  0.092
H (2.83598, 0.71059, 2.20218)  0.104
H (5.05118, -1.41165, 2.87446)  0.095
H (3.29957, -2.44321, 4.14317)  0.088
H (2.41254, -0.88197, 4.40904)  0.079
H (3.92452, -1.23414, 5.34210)  0.078
C (4.82699, 2.53677, -6.40842)  -0.074
C (4.59582, 1.86206, -5.07240)  -0.307
O (3.19817, 1.65304, -4.85908)  -0.110
H (4.30706, 3.49398, -6.45095)  0.060
H (5.89179, 2.70653, -6.58124)  0.085
H (4.43214, 1.92447, -7.22184)  0.054
H (4.97058, 2.48508, -4.25859)  0.110
H (5.10725, 0.89365, -5.03052)  0.106
H (2.87515, 1.09418, -5.57797)  0.079
C (-5.76805, -0.62193, 7.43649)  -0.086
C (-4.29558, -0.93104, 7.26666)  -0.301
O (-4.04016, -1.39563, 5.94222)  -0.115
H (-6.37093, -1.51090, 7.23834)  0.079
H (-5.98096, -0.27047, 8.44838)  0.077
H (-6.08345, 0.14410, 6.72409)  0.056
H (-3.98424, -1.71202, 7.96209)  0.108
H (-3.68652, -0.04044, 7.45224)  0.110
H (-4.30959, -0.69581, 5.33343)  0.085
C (3.91842, 6.77982, -9.28106)  -0.087
C (3.29213, 5.40426, -9.16250)  -0.311
O (3.18837, 5.02014, -7.79272)  -0.103
H (4.91141, 6.78953, -8.82587)  0.054
H (4.00732, 7.07902, -10.32755)  0.077
H (3.31713, 7.52512, -8.75240)  0.075
H (3.90548, 4.66027, -9.67253)  0.112
H (2.29189, 5.39170, -9.60762)  0.107
H (2.63780, 5.67495, -7.34767)  0.085
C (2.93238, -0.70593, -9.82253)  -0.084
C (3.33976, -0.78543, -8.36471)  -0.317
O (2.27681, -1.32776, -7.58130)  -0.099
H (2.04181, -0.08495, -9.93724)  0.080
H (3.73575, -0.28560, -10.43044)  0.079
H (2.68255, -1.69774, -10.20849)  0.076
H (3.56707, 0.20752, -7.97753)  0.080
H (4.22619, -1.41549, -8.23981)  0.113
H (2.08548, -2.20956, -7.92149)  0.080
C (-8.82692, 1.96622, 4.29324)  -0.085
C (-7.56475, 1.46358, 3.62205)  -0.315
O (-7.00701, 0.37353, 4.35639)  -0.101
H (-8.61461, 2.28888, 5.31510)  0.080
H (-9.25528, 2.80395, 3.74025)  0.047
H (-9.57397, 1.16932, 4.35878)  0.078
H (-6.81489, 2.25458, 3.57806)  0.116
H (-7.77452, 1.12858, 2.60106)  0.092
H (-7.66883, -0.32723, 4.38508)  0.085
C (-6.26564, 0.93898, 0.00582)  -0.088
C (-5.44655, 1.90989, -0.82289)  -0.313
O (-4.06016, 1.77171, -0.52437)  -0.117
H (-6.10410, 1.11489, 1.07145)  0.060
H (-7.33095, 1.04203, -0.21090)  0.078
H (-5.96441, -0.09277, -0.19731)  0.074
H (-5.73440, 2.93816, -0.60223)  0.114
H (-5.59625, 1.73179, -1.89271)  0.109
H (-3.80615, 0.86413, -0.72968)  0.012
C (-12.43489, 5.16177, 2.16219)  -0.092
C (-11.17115, 4.65012, 1.49845)  -0.312
O (-10.62601, 3.56009, 2.23874)  -0.108
H (-12.22608, 5.48534, 3.18384)  0.078
H (-12.85607, 6.00137, 1.60581)  0.076
H (-13.18650, 4.37019, 2.22476)  0.073
H (-10.41649, 5.43619, 1.45733)  0.113
H (-11.37698, 4.31453, 0.47703)  0.108
H (-11.29280, 2.86345, 2.26500)  0.087
C (7.83692, 8.86034, -6.57412)  -0.095
C (7.87931, 7.39871, -6.97650)  -0.319
O (7.27513, 7.21611, -8.25359)  -0.096
H (6.80585, 9.21841, -6.54232)  0.076
H (8.29205, 9.00907, -5.59280)  0.074
H (8.36742, 9.47775, -7.30385)  0.073
H (7.33075, 6.78880, -6.25755)  0.110
H (8.91177, 7.03734, -7.02009)  0.107
H (7.76826, 7.74941, -8.88804)  0.085
C (-3.56960, -7.30728, 7.93571)  -0.088
C (-4.33017, -6.07661, 8.39058)  -0.313
O (-4.20964, -5.03361, 7.42698)  -0.108
H (-2.51383, -7.07080, 7.78609)  0.070
H (-3.65017, -8.11044, 8.67093)  0.076
H (-3.95516, -7.66812, 6.97836)  0.074
H (-3.92876, -5.70680, 9.33509)  0.113
H (-5.39116, -6.30492, 8.53215)  0.109
H (-4.57369, -5.36062, 6.59592)  0.086